This record from OMol25 describes a cluster of 2 separate species, CCl2N2O4 in total. The level of theory is wB97M-V/def2-TZVPD.

CARTESIAN COORDINATES (ANGSTROEM)
N -1.5220 -0.5128 0.3664
C 0.5798 -0.2965 -0.4757
N 1.0286 0.9267 0.1938
O 1.3890 0.7803 1.3296
Cl 0.1924 -0.0702 -2.1249
O 0.8223 1.9637 -0.3888
O -1.5476 -1.2348 1.2475
O -2.2437 0.2015 -0.2386
Cl 1.3012 -1.7580 0.0907

Results
spin multiplicity: 1
HOMO energy (alpha / beta): -9.9 / -10.2 eV
total energy: -1368.68717 Ha